Entry from OMol25: the molecule C7H15N3O3 (ωB97M-V/def2-TZVPD).

Positions of all 28 atoms, in Å:
O: 1.907370 -1.688594 -0.202323
N: 1.089802 3.844894 -0.037668
N: 2.326078 3.235140 0.372057
C: -1.144085 1.147702 -0.262596
H: -1.781987 1.099941 0.623654
O: -0.117523 2.818271 1.670438
H: -2.346938 -1.258222 -0.467785
H: 1.552325 -3.165228 -2.342095
H: -0.212352 -3.145054 -2.224054
O: -0.739549 2.514786 -0.463819
H: 0.985868 4.770746 0.374618
H: 0.892154 0.635894 -0.702540
C: -1.442811 -1.750951 -0.100081
H: -1.709291 0.886693 -1.156658
H: -0.499789 -1.553431 1.880352
H: 0.766029 -4.071098 -1.054513
H: 3.078737 3.750190 -0.064697
C: -1.462498 -1.817182 1.441541
C: 0.047669 3.019184 0.496171
H: 2.429829 3.305363 1.382151
H: -1.684152 -2.839086 1.759882
C: 0.711389 -3.153384 -1.645756
N: -0.257832 -1.094378 -0.676740
H: -1.463853 -2.769285 -0.490634
H: -2.247740 -1.181219 1.854961
C: 0.063519 0.221297 -0.122796
H: 0.399630 0.175453 0.916817
C: 0.860005 -1.938444 -0.757886

Force components x, y, z for each atom (eV/Å):
0.0 0.2 -0.3
-0.1 0.3 -0.1
-0.1 0.0 0.1
-0.3 0.0 0.3
-0.1 -0.1 -0.1
0.2 -0.1 -0.1
0.1 0.0 0.0
0.0 0.0 0.1
0.1 0.0 0.1
0.8 -0.3 -0.3
0.0 -0.1 0.1
-0.1 -0.1 0.0
-0.1 -0.1 -0.1
0.0 0.1 0.1
-0.1 0.1 0.0
0.0 0.1 0.0
0.0 -0.1 -0.1
-0.2 -0.3 -0.1
-0.4 0.1 0.2
0.0 0.0 0.0
0.0 0.1 0.0
-0.1 -0.2 -0.1
0.3 -0.1 0.4
-0.1 0.1 -0.1
0.2 0.1 0.1
-0.1 0.2 -0.1
0.0 0.0 -0.1
0.0 0.0 0.1

E_HOMO = -9.356 eV
Energy above the lowest of the compared OMol25 structures with the same formula, charge and spin = 0.00 kcal per mole
LUMO level = 0.9 eV
Orbital gap = 10.2 eV
SMILES = CCN(CCOC(=O)NN)C(C)=O
E_tot = -665.67512 Ha

***

Entry from OMol25: the ion C7H15N4 with charge +1 (ωB97M-V/def2-TZVPD).

Positions of all 26 atoms, in Å:
H: -1.863631 -2.247557 0.345086
H: -2.350926 0.226618 0.518790
C: -0.154702 -0.089341 -0.012171
H: 3.283330 -0.134196 -0.190483
H: -0.279943 -1.798670 -0.960719
H: -1.386322 2.133355 -0.165782
N: -0.100584 -0.847157 -1.176581
N: 0.783837 -0.758437 1.063133
H: 1.750826 1.137056 -1.472001
C: 0.330863 1.338866 -0.068516
N: -1.552367 -0.210609 0.919288
H: -2.883342 -1.636246 1.762938
C: 1.986551 -0.396840 1.251356
C: 1.766962 1.455140 -0.411550
H: -1.409942 -2.100906 2.073752
C: -1.958402 -1.672068 1.246992
N: -0.428588 2.331417 -0.102075
C: 2.688072 0.595480 0.452618
H: -1.377440 0.200896 1.885279
H: 2.423183 -0.863717 2.182999
H: 3.352395 1.178551 0.964940
C: -0.996120 -0.245203 -2.207243
H: -2.051907 -0.595901 -2.056394
H: -0.936979 0.882192 -2.160304
H: -0.701260 -0.352411 -3.253421
H: 2.066436 2.469689 -0.429932

Force components x, y, z for each atom (eV/Å):
-0.5 -0.4 -0.1
-0.7 0.6 -0.5
3.3 -1.7 3.6
-0.2 1.2 0.4
0.1 -1.1 -0.2
-1.8 -0.4 0.3
-1.2 2.4 -0.5
-2.0 0.0 -0.7
0.4 -0.1 0.4
-1.2 -0.3 -1.1
1.5 -1.4 1.8
-1.7 0.1 -0.6
-1.4 -0.2 1.7
0.0 -1.3 -0.4
1.3 0.2 -0.4
1.0 1.2 0.3
1.4 1.6 0.1
-0.3 -2.2 -2.9
0.0 -0.1 -1.8
0.1 0.4 -1.3
1.8 1.3 1.5
-0.6 0.8 -0.1
0.8 0.5 -0.4
-0.3 -1.2 0.5
0.2 -1.0 0.3
0.2 1.1 0.2

E_HOMO = -13.243 eV
Energy above the lowest of the compared OMol25 structures with the same formula, charge and spin = 54.48 kcal per mole
LUMO level = -3.0 eV
Orbital gap = 10.2 eV
Net charge = +1
SMILES = [H]/N=C1/CCC=N[C@@]1(NC)[NH2+]C
E_tot = -494.42322 Ha

***

Entry from OMol25: a cluster of 2 separate species, C7H15NO in total (ωB97M-V/def2-TZVPD).

Positions of all 24 atoms, in Å:
C: 0.572762 1.875544 -0.469790
H: -0.270704 -3.273097 -0.391938
H: 0.784374 3.771416 -1.442109
C: 1.254443 3.210603 -0.633558
O: -1.746674 -3.059799 0.941291
C: 0.602720 1.055097 -1.725091
H: -1.918457 -0.862165 -0.469298
C: -0.774914 -2.445525 0.124252
H: -0.546446 2.493708 1.206646
H: -0.265349 -2.167272 2.877606
H: 1.179919 3.813313 0.268173
H: 2.304800 3.075485 -0.889688
H: -2.011567 -2.440647 1.633228
H: 1.369968 -1.562637 2.764916
H: 1.633297 0.826991 -1.999551
C: 0.484582 -1.793513 2.197399
H: 1.076295 -1.268552 0.231594
C: 0.317762 -1.664368 0.889647
H: 0.092618 0.103786 -1.609203
H: 0.150852 1.586855 -2.561935
H: -0.727352 0.775075 0.892035
H: -1.959595 -2.127483 -1.514230
C: -0.241820 1.677581 0.568197
N: -1.361515 -1.600397 -0.888593

Force components x, y, z for each atom (eV/Å):
-1.1 0.9 -0.4
0.0 0.2 0.1
0.1 0.0 -0.2
-0.2 0.0 0.2
0.1 -0.1 0.4
0.7 -1.0 0.6
0.1 0.0 0.0
0.1 0.9 0.0
0.7 0.3 0.4
-0.4 -0.5 -0.3
0.1 0.0 0.1
0.1 0.0 0.0
0.0 0.0 -0.1
0.4 0.7 -0.4
0.1 0.1 -0.2
0.0 0.2 0.4
0.2 0.2 0.1
-0.4 -1.7 -0.1
-0.1 0.0 0.0
0.0 0.2 0.1
-0.1 -0.5 -0.7
0.0 0.0 0.1
-0.1 0.2 0.2
0.0 0.1 -0.2

E_HOMO = -9.037 eV
Energy above the lowest of the compared OMol25 structures with the same formula, charge and spin = 60.71 kcal per mole
LUMO level = 0.9 eV
Orbital gap = 9.9 eV
SMILES = C=C[C@H](N)O.C=C(C)C
E_tot = -405.64056 Ha

***

Entry from OMol25: the molecule C7H15NO (ωB97M-V/def2-TZVPD).

Positions of all 24 atoms, in Å:
H: 2.049327 0.210805 -1.000507
C: 3.189649 0.775967 0.659535
H: -1.131837 -1.964812 -0.145109
C: -0.949810 0.260816 -1.703296
H: -0.166631 -0.431648 -2.002169
H: 0.867588 -1.930931 -0.648099
C: -2.611082 0.897032 0.038831
H: -3.436811 0.611245 -0.611016
C: -0.232472 0.353106 0.789284
H: -0.578711 1.277488 -1.813909
N: 0.815814 -1.891538 0.365161
O: -1.849885 -1.316492 -0.090173
H: 3.288571 0.816667 1.733996
H: -2.378151 1.948198 -0.110299
H: -1.798336 0.135601 -2.375243
H: 1.320091 -0.596920 1.895312
H: 1.450820 -2.542036 0.809854
H: 0.041404 1.391321 0.598916
H: 3.987716 1.236780 0.098839
C: 1.005281 -0.539141 0.847889
H: -2.931989 0.745027 1.066964
C: 2.143760 0.219512 0.077838
C: -1.394178 0.010794 -0.257076
H: -0.700126 0.323161 1.774477

Force components x, y, z for each atom (eV/Å):
0.0 0.0 -0.2
0.1 0.1 0.0
0.1 0.5 0.3
-0.1 0.0 0.3
0.1 -0.1 -0.1
0.4 -0.2 0.2
0.4 -0.3 0.1
0.0 0.0 -0.1
-1.8 -0.3 -0.5
0.1 0.1 0.0
-0.3 -0.3 -0.1
-0.6 -0.3 -0.1
0.0 -0.2 0.2
0.0 0.1 0.0
0.0 -0.1 0.0
0.0 0.0 -0.2
0.0 0.1 -0.4
0.2 0.0 0.1
0.0 0.1 -0.2
1.5 1.6 -0.8
0.0 0.0 0.1
-0.6 -1.2 0.8
0.8 0.3 0.6
-0.2 0.0 0.0

E_HOMO = -9.372 eV
Energy above the lowest of the compared OMol25 structures with the same formula, charge and spin = 35.63 kcal per mole
LUMO level = 0.9 eV
Orbital gap = 10.3 eV
SMILES = C=C[C@H](N)CC(C)(C)O
E_tot = -405.68053 Ha

***

Entry from OMol25: a cluster of 2 separate species, C7H15NO2 in total (ωB97M-V/def2-TZVPD).

Positions of all 25 atoms, in Å:
C: -1.136465 -0.146854 2.481647
C: 0.383389 0.347657 -1.722800
H: -0.107024 1.804805 0.865044
O: -1.584739 -1.185214 -1.210312
C: 0.410945 -1.544538 1.215456
C: -1.160131 0.075080 -0.974672
N: -0.267182 -0.232475 1.281947
H: 0.104599 1.536153 -3.531795
H: -0.204649 -2.347232 1.626365
C: 0.524641 0.941402 1.062498
H: 0.810207 -0.637054 -1.505714
H: 1.214112 0.998240 -1.430874
H: 2.235541 2.130588 1.262559
H: -0.450356 -0.155220 -3.658463
H: -1.772839 0.738301 2.422073
H: -0.515892 -0.088029 3.378559
H: 1.277630 0.289336 -3.706523
H: -2.557866 -1.119571 -1.245292
O: -1.970524 0.981556 -0.907403
H: 0.549308 -1.828417 0.171460
H: 2.483083 0.346823 1.678259
H: -1.775753 -1.029212 2.563048
C: 0.314168 0.503840 -3.232344
C: 1.803005 1.150824 1.427949
H: 1.392793 -1.530791 1.689327

Force components x, y, z for each atom (eV/Å):
0.3 0.3 -0.6
-0.5 -2.5 0.9
0.1 -0.1 -0.3
0.4 -0.3 0.3
0.1 0.5 -0.5
0.9 3.1 -3.5
0.1 -0.9 -0.1
-0.3 -0.1 0.2
0.0 0.4 0.3
0.1 0.2 2.5
0.2 -0.1 -0.3
-1.2 0.5 1.1
0.0 -0.1 0.1
0.2 0.2 -0.1
0.1 0.0 0.0
0.0 0.1 0.2
-0.1 -0.3 0.3
0.4 0.0 0.2
0.7 -0.6 0.9
0.1 0.1 0.0
0.0 0.0 0.2
0.1 0.1 -0.2
-0.9 0.1 -0.4
-0.6 -0.5 -1.1
0.0 -0.2 0.3

E_HOMO = -8.528 eV
Energy above the lowest of the compared OMol25 structures with the same formula, charge and spin = 75.13 kcal per mole
LUMO level = 0.8 eV
Orbital gap = 9.3 eV
SMILES = C=CN(C)C.CCC(=O)O
E_tot = -480.86575 Ha

***

Entry from OMol25: a cluster of 2 separate species, C7H15NO2S in total (ωB97M-V/def2-TZVPD).

Positions of all 26 atoms, in Å:
H: -3.218678 -1.791904 2.698706
H: -0.960712 -3.740556 0.215112
H: 1.453965 1.342515 -3.160441
H: 0.384701 -2.613829 3.253739
O: 0.491003 0.174148 -0.225696
H: 3.066474 0.392251 -0.209389
C: 1.164537 1.194095 -1.058445
H: 1.215305 3.274389 -1.090132
N: -1.724031 -3.332364 0.737407
O: -1.588394 0.194348 -1.228010
H: -0.111857 2.627461 -1.918557
C: 2.524321 1.320819 -0.324930
H: -2.752612 -0.240755 1.864001
H: -0.199289 2.721462 -0.227934
H: 3.009894 2.015887 -0.942761
S: -1.142962 -2.020565 1.372587
C: -0.703408 -0.163965 -0.496140
H: -3.465160 -1.488640 1.018479
H: 2.061394 -0.252142 -2.621398
C: -0.503970 -2.083170 2.896093
H: 0.338399 0.038492 -2.760359
C: 1.265296 0.582271 -2.480207
H: -0.593953 -1.020743 3.179643
H: 2.354684 1.610365 0.765329
C: 0.457772 2.535146 -1.039871
C: -2.822720 -1.275015 1.783173

Force components x, y, z for each atom (eV/Å):
0.7 0.6 -0.7
0.1 -0.5 -0.3
0.4 1.4 -1.5
-0.4 0.0 -0.6
0.6 0.4 0.0
0.1 -0.3 -0.6
1.1 -1.2 0.4
0.7 1.0 0.1
0.8 -0.1 -0.3
1.4 0.0 0.5
-1.0 0.2 -1.2
-1.9 -0.7 1.4
0.2 1.9 0.6
-0.3 -0.1 1.0
1.4 1.1 -0.2
-3.1 -0.2 -0.5
-2.7 -1.1 0.2
-1.2 -0.8 -2.4
-1.0 1.6 0.7
0.6 1.2 1.0
0.3 0.8 0.2
0.5 -2.9 1.2
0.3 -0.4 0.6
0.2 0.4 -1.6
0.3 -0.9 -0.5
1.9 -1.5 2.3

E_HOMO (alpha / beta) = -7.551 / -7.658 eV
Energy above the lowest of the compared OMol25 structures with the same formula, charge and spin = 132.63 kcal per mole
LUMO level (alpha / beta) = -0.4 / 0.3 eV
Orbital gap (alpha / beta) = 7.2 / 7.9 eV
E_tot = -878.90767 Ha

***

Entry from OMol25: the molecule C7H15NOS (ωB97M-V/def2-TZVPD).

Positions of all 25 atoms, in Å:
H: -1.430179 -2.158772 -1.233665
H: -0.725809 -1.150532 0.790222
C: -1.606930 -1.023376 -1.174873
H: -2.700370 1.445526 -0.032536
H: 1.354543 -2.584584 -0.980024
C: 1.513264 1.249887 1.217345
H: 1.175656 0.493748 -1.526886
C: 0.980607 -0.389204 -0.863754
H: -2.709807 -0.804368 -0.918508
H: -0.181906 2.080462 1.993133
N: -0.865686 0.816489 0.309402
O: 3.404944 -0.058514 -0.028699
H: 1.669349 2.044500 0.594245
H: -0.305692 0.416808 2.321945
H: -1.338220 -0.656035 -2.070157
H: 0.955855 -1.607613 -2.523044
H: 2.126680 1.401880 2.054541
C: 1.513346 -1.583150 -1.542543
C: 0.020749 1.137334 1.479726
H: 2.627164 -1.362355 -1.853304
S: 2.119224 -0.373759 0.608680
C: -0.572725 -0.514051 -0.144292
H: -2.574977 0.158949 1.351741
C: -2.212358 1.077873 0.766676
H: -2.236724 1.942855 1.404630

Force components x, y, z for each atom (eV/Å):
-0.6 1.6 0.0
1.3 -0.1 -0.9
-0.7 -2.6 3.3
-2.7 0.1 -2.8
0.5 1.7 -0.9
-1.8 -3.5 1.1
-1.0 -0.3 0.7
-2.1 -0.1 -0.4
1.9 -0.4 -0.3
-0.8 0.3 -0.7
1.9 2.4 1.5
2.1 0.0 -2.3
0.7 1.6 -2.4
1.1 0.3 -0.9
0.4 1.5 -3.4
0.6 -0.6 0.8
0.3 0.3 1.6
0.4 -1.6 -2.5
-0.8 -0.7 1.4
-2.1 -0.9 0.8
-0.5 1.2 5.0
0.4 0.4 -0.7
-0.3 1.3 -0.9
1.5 -2.1 2.5
0.4 0.1 0.7

⟨S²⟩ = 2.008
E_HOMO (alpha / beta) = -3.808 / -8.948 eV
Energy above the lowest of the compared OMol25 structures with the same formula, charge and spin = 38.69 kcal per mole
LUMO level (alpha / beta) = 1.0 / -2.4 eV
Orbital gap (alpha / beta) = 4.8 / 6.5 eV
Multiplicity = 3
E_tot = -803.59345 Ha

***

Entry from OMol25: a cluster of 2 separate species, C7H15NSi in total (ωB97M-V/def2-TZVPD).

Positions of all 24 atoms, in Å:
H: -1.532784 -1.657270 1.818831
H: -0.000393 1.407318 -1.882796
H: -2.431512 0.704704 0.322777
C: -2.305729 -1.042606 1.509295
H: 0.675252 -2.360792 -2.456235
H: -2.965962 -0.873433 2.395750
H: -0.922323 -3.105245 -2.541248
C: 3.742619 0.699154 2.148586
C: 0.778049 2.506232 -0.213426
Si: -0.103697 -0.272607 -0.126069
C: 0.591749 1.246943 -1.057923
H: -1.983797 -1.793171 -1.022779
H: 0.117587 3.386234 -0.485626
H: 4.354511 -0.171125 0.317623
C: -0.276416 -2.363914 -2.099353
H: 0.695085 2.214696 0.828143
C: -0.883787 -1.580831 -1.187133
H: -2.969340 -1.629979 0.723271
C: -1.616722 0.256185 0.850201
H: 1.823137 2.872733 -0.407882
N: 4.129389 0.295846 1.124558
H: -1.289550 0.831016 1.725958
H: 0.819349 -0.439401 1.149071
H: 1.555292 0.869303 -1.433587

Force components x, y, z for each atom (eV/Å):
1.4 -1.7 0.7
-1.4 0.4 -2.1
-0.2 1.0 -0.5
-2.2 0.8 -2.0
2.8 0.3 -0.5
0.5 0.3 -0.8
0.0 -0.3 -0.5
0.2 0.0 -0.3
1.0 0.9 -0.7
-0.6 1.9 1.5
1.2 -1.6 1.4
1.5 0.4 -0.1
0.4 -1.3 0.5
0.6 -0.9 -1.8
-3.9 0.1 1.3
0.0 0.6 0.3
0.5 -1.2 -0.6
1.4 1.2 1.6
-1.0 -1.7 1.8
-0.9 -0.2 0.5
-0.7 1.0 2.1
-0.2 0.4 -0.4
-0.3 -0.6 -1.5
-0.1 0.4 -0.1

E_HOMO = -9.821 eV
Energy above the lowest of the compared OMol25 structures with the same formula, charge and spin = 58.09 kcal per mole
LUMO level = 0.7 eV
Orbital gap = 10.5 eV
E_tot = -619.83944 Ha